The following is a quantum chemistry calculation of a molecular structure, C50H66CsIO2Sb2Se, from OMol25.

- LUMO level (eV) = 3.7
- gap between HOMO and LUMO (eV) = 5.5
- net charge = -2
- spin multiplicity = 1
- energy above the lowest of the compared OMol25 structures with the same formula, charge and spin (kcal per mole) = 38.0
- E (a.u.) = -5295.0710

The geometry in XYZ format:
```
123
C50H66CsIO2Sb2Se | OMol25 | ωB97M-V/def2-TZVPD
Cs -0.4591 -0.7155 -1.0990
I -2.1501 -1.3831 -5.2323
Sb -1.1391 -4.0591 -3.0817
Sb 2.2816 -2.3055 -2.8734
Se -1.8304 1.6933 0.3751
O -0.5630 -0.8386 1.3636
O 0.7304 1.4422 -1.2283
C -5.5233 -1.7762 -2.4516
C -2.8715 -4.9379 -4.0353
C -1.3526 2.7936 5.6859
C 1.7044 3.6157 -0.8525
C 0.2425 6.6947 0.9428
C -1.1614 1.8321 4.5132
C 2.4911 -3.7556 -4.5193
C 0.7443 -2.5914 2.9601
C -4.2047 -1.9330 -2.9908
C -4.7175 -2.5233 -0.3114
C 3.2746 1.9347 -2.0592
C -3.1309 -2.4791 -2.2050
C 1.3591 6.9406 1.9692
C 2.5268 -5.1840 -4.0592
C 2.7044 -7.7733 -2.9998
C -0.5353 0.6002 4.7059
C 3.8557 -7.0020 -3.1147
C 4.2101 3.6910 -0.6060
C 3.1479 -3.5517 -1.3457
C -5.7479 -2.0832 -1.0851
C -0.7148 -0.0531 2.3645
C -1.1406 -5.5018 -1.4634
C 1.8003 -1.2752 4.7616
C 0.4462 -1.6297 4.1197
C 0.0435 -5.5254 -4.4957
C -0.4040 -2.4006 5.1441
C -1.1003 6.9264 1.6380
C 3.0518 3.3723 -1.5674
C -3.4394 -2.7351 -0.8867
C -6.3919 -0.9591 -4.5612
C 1.3620 -5.9863 -4.0098
C -1.3423 1.2216 2.1816
C 0.3525 5.2760 0.3816
C -2.0230 4.0959 5.2456
C 1.4928 -7.2693 -3.4468
C -5.0922 -1.0302 -5.1108
C -4.0590 -1.4892 -4.3418
C 1.4944 4.8803 -0.3165
C 0.6754 2.6177 -0.7235
C -6.5915 -1.3066 -3.2576
C 4.1738 -1.3410 -3.3173
C 0.0103 3.1493 6.3004
C -1.5703 2.1148 3.2112
C 3.1570 4.2942 -2.7931
C 0.3741 7.7277 -0.1854
C 3.7468 -5.7245 -3.6422
C -0.6336 4.3031 0.5406
C -0.4724 3.0236 0.0336
C -2.2305 2.1467 6.7676
C -0.2890 -0.3364 3.7087
H 2.3421 4.0833 -3.4918
H 0.2796 8.7478 0.2075
H -0.1653 -2.9234 2.4610
H 0.5217 2.2574 6.6722
H 0.1039 -3.3260 5.4435
H -0.1098 3.8483 7.1376
H -0.4054 7.5687 -0.9357
H 1.2957 7.9548 2.3834
H 2.4167 -0.7165 4.0518
H -1.3711 -2.6643 4.7063
H 0.6017 -7.8865 -3.3848
H -3.2091 1.8879 6.3548
H -1.5507 4.5194 1.0745
H -0.1082 -5.6531 -1.1357
H 2.3371 -2.1901 5.0409
H -2.6648 -3.1341 -0.2289
H 2.7533 -8.7714 -2.5774
H 3.0958 5.3497 -2.5132
H 2.5236 1.6286 -2.7861
H -1.7276 -5.1325 -0.6182
H -2.9445 -4.5980 -5.0734
H 4.0602 -0.6746 -4.1752
H 4.1982 4.7325 -0.2749
H 1.3693 -2.1215 2.1998
H -1.9362 6.7763 0.9486
H 4.2685 1.8806 -2.5221
H -1.5517 -6.4588 -1.7968
H 0.6538 3.6124 5.5480
H 4.8170 -7.3826 -2.7880
H 5.1721 3.5021 -1.0976
H 1.2738 -3.4629 3.3649
H 1.6647 -3.5527 -5.2001
H -2.0607 3.0498 2.9698
H 3.4255 -3.4841 -5.0139
H -4.8781 -2.7194 0.7442
H -4.9146 -0.7013 -6.1261
H 1.6855 -0.6629 5.6594
H -2.3761 2.8299 7.6137
H -7.2123 -0.6004 -5.1736
H 1.2809 6.2221 2.7899
H 2.5373 -4.4455 -1.2005
H 4.1453 3.0566 0.2818
H 2.3457 6.8182 1.5136
H 3.1732 -2.9820 -0.4137
H -7.5766 -1.2194 -2.8096
H 4.9388 -2.0900 -3.5317
H -6.7407 -1.9328 -0.6710
H 2.2830 5.6180 -0.4492
H -2.7550 -6.0230 -4.0218
H 4.4782 -0.7401 -2.4580
H -1.2338 6.2463 2.4844
H 4.6368 -5.1039 -3.7184
H -0.2111 0.3546 5.7148
H 3.2278 1.2187 -1.2370
H 1.3415 7.6459 -0.6879
H -3.7779 -4.6524 -3.5008
H -1.1476 7.9527 2.0169
H 4.1093 4.1317 -3.3134
H -2.1300 4.7646 6.1051
H -1.7751 1.2275 7.1455
H -3.0176 3.9121 4.8300
H -1.4282 4.6108 4.4857
H 0.1079 -4.9087 -5.3965
H -0.5925 -1.8073 6.0433
H 4.1578 -3.8508 -1.6237
H -0.6229 -6.3678 -4.6916
```